C20H26N4O3S2 as an isolated structure. Source: the OMol25 dataset; level of theory: wB97M-V/def2-TZVPD.

Each line ends with the Löwdin charge.
Element x y z (Å)
C1 4.650 -2.624 -1.106  -0.09
C2 4.256 -1.287 -1.866  -0.18
C3 3.617 -0.272 -0.816  -0.24
N1 2.520 -0.782 -0.245  -0.01
C4 1.377 -0.826 -1.054  -0.71
N2 0.341 -1.138 -0.393  0.06
C5 0.463 -1.606 0.870  -0.29
C6 1.324 -1.888 1.630  -0.21
C7 1.054 -2.476 2.911  -0.22
C8 -0.230 -2.661 2.980  -0.66
S1 -1.255 -2.303 1.843  1.05
C9 -0.611 -3.419 4.443  -0.06
H1 -1.071 -2.615 4.775  0.06
H2 -1.226 -4.128 4.358  0.03
C10 0.789 -3.675 4.877  -0.12
H3 1.197 -4.579 4.843  0.06
H4 0.990 -3.299 5.878  0.10
C11 1.945 -2.676 4.145  0.00
H5 1.955 -1.782 4.691  0.09
H6 2.822 -3.179 4.015  0.07
C12 2.630 -1.414 1.116  -0.06
O1 3.809 -1.287 1.904  -0.08
S2 1.323 0.054 -2.315  1.14
C13 -0.248 -0.225 -2.851  -0.44
H7 -1.061 -1.052 -2.146  0.21
C14 -1.145 1.008 -3.410  -0.36
O2 -1.216 1.188 -4.713  -0.05
N3 -1.548 1.826 -2.309  -0.09
C15 -1.210 1.660 -0.930  -0.05
H8 -0.797 0.773 -0.749  0.02
C16 -2.853 1.573 -0.328  -0.07
N4 -3.497 2.698 -0.809  -0.12
C17 -3.829 3.744 0.242  -0.42
O3 -3.495 3.454 1.286  0.16
C18 -4.422 4.961 -0.278  0.04
H9 -3.950 5.626 -0.708  0.02
H10 -4.848 5.443 0.570  0.12
H11 -5.267 4.951 -0.665  0.03
C19 -3.547 3.004 -2.131  -0.12
H12 -4.023 3.916 -2.237  0.08
C20 -2.043 3.216 -2.798  0.07
H13 -1.989 3.193 -3.639  -0.04
H14 -1.477 3.860 -2.340  0.08
H15 -3.956 2.149 -2.702  0.14
H16 -2.722 1.428 0.763  0.13
H17 -3.364 0.833 -0.904  0.11
H18 -0.742 2.549 -0.647  0.11
H19 -0.238 -0.811 -4.045  0.17
H20 4.368 -0.262 0.028  0.15
H21 3.663 0.544 -1.188  0.01
H22 3.576 -1.550 -2.606  0.05
H23 5.200 -0.995 -2.199  0.08
H24 3.514 -3.146 -0.850  0.15
H25 5.345 -2.462 -0.313  0.05
H26 5.155 -3.230 -1.876  0.06

The calculation puts the lowest unoccupied orbital energy at 0.245 eV. The molar mass is 434.59 g/mol. As for the spin multiplicity: 1.